{
  "formula": "C20H22MnN4S4Se",
  "method": "ωB97M-V/def2-TZVPD",
  "species": ["H", "H", "H", "H", "H", "H", "H", "C", "S", "S", "H", "H", "C", "C", "C", "C", "C", "H", "H", "C", "N", "H", "H", "H", "H", "C", "H", "C", "C", "S", "H", "C", "C", "N", "C", "C", "Mn", "S", "H", "H", "C", "H", "C", "C", "Se", "C", "H", "C", "N", "C", "H", "N"],
  "positions_angstrom": [[-1.065, -3.095, -0.205], [4.063, -1.456, 1.160], [1.618, -3.142, 2.178], [1.390, 1.188, 3.388], [2.996, 2.897, -0.415], [3.467, 0.653, 1.686], [4.794, -1.968, -0.377], [-4.463, -1.457, 0.141], [1.026, -1.815, 0.266], [3.775, 0.113, -0.615], [2.585, -2.462, -1.389], [1.741, -0.822, 3.055], [0.780, -1.328, 2.993], [0.368, 1.460, 3.130], [-4.477, 1.475, -0.031], [2.751, 2.384, 0.514], [0.326, 2.548, 2.072], [-5.345, 3.430, -0.296], [4.725, 1.609, 0.881], [-3.164, -3.443, -0.054], [-6.886, -1.309, 0.287], [2.804, -3.360, 0.100], [0.896, 3.421, 2.392], [-3.060, -4.516, -0.143], [2.868, 3.111, 1.318], [-3.290, 0.746, 0.014], [-3.099, 4.491, -0.686], [0.810, -2.441, 1.965], [-5.721, -0.736, 0.191], [-0.488, -0.067, 2.594], [-0.127, 1.802, 4.038], [-3.195, 3.437, -0.464], [-3.282, -0.716, 0.094], [-6.899, 1.321, 0.132], [-4.428, 2.853, -0.258], [3.902, -1.525, 0.086], [-0.497, 0.030, 0.169], [0.951, 2.049, 0.433], [0.536, -1.730, 3.977], [-1.091, 3.097, -0.558], [3.698, 1.220, 0.786], [-5.314, -3.435, 0.114], [-2.059, 2.649, -0.389], [2.677, -2.356, -0.309], [-8.085, 0.004, 0.274], [-4.402, -2.850, 0.082], [-0.119, -3.012, 1.963], [-5.729, 0.752, 0.103], [-2.080, 1.326, -0.117], [-2.036, -2.641, -0.082], [-0.693, 2.888, 1.892], [-2.067, -1.296, 0.021]],
  "forces_ev_per_a": [[-0.2, -0.3, -0.1], [0.0, -0.2, 0.1], [0.0, 0.0, 0.0], [0.0, -0.1, -0.1], [-0.1, -0.1, -0.2], [-0.1, 0.1, 0.2], [-0.2, -0.3, 0.1], [-0.3, 0.3, 0.5], [-0.5, 0.9, 0.3], [-0.2, 0.2, -1.0], [-0.1, 0.2, -0.1], [0.0, 0.0, -0.1], [0.1, -0.1, -0.2], [0.2, 0.2, -0.2], [-0.4, -0.4, 0.5], [0.8, -0.6, 0.5], [-0.4, 0.1, 0.1], [0.0, 0.0, 0.0], [-0.3, 0.2, 0.2], [0.5, 0.1, 0.1], [-0.2, 0.5, -0.1], [-0.3, -0.3, 0.1], [0.0, 0.0, 0.1], [0.0, 0.0, 0.0], [-0.2, 0.2, 0.1], [0.7, -2.7, 0.2], [0.0, 0.0, 0.0], [-0.3, -0.1, 0.1], [0.5, 1.1, -0.1], [-0.2, -0.1, -1.0], [-0.1, 0.0, 0.1], [0.4, -0.1, 0.1], [0.1, 2.7, -0.4], [-0.2, -0.5, 0.0], [-0.1, 0.1, -0.1], [-0.3, 0.7, -0.1], [1.5, -0.8, 0.8], [-0.7, -0.3, -0.2], [-0.1, 0.0, 0.1], [-0.2, 0.1, 0.0], [0.3, 0.1, -0.1], [0.0, 0.0, 0.0], [-0.3, 1.0, -0.3], [0.5, -0.4, 0.1], [-0.3, 0.0, 0.0], [-0.1, -0.2, -0.1], [0.0, 0.0, 0.1], [0.5, -1.0, 0.1], [0.6, -0.4, -0.3], [-0.3, -0.8, -0.1], [0.2, 0.0, 0.1], [0.0, 0.6, -0.2]],
  "nbo_charge": [0.223, 0.251, 0.301, 0.255, 0.292, 0.221, 0.319, -0.065, 0.455, 0.367, 0.291, 0.247, -0.523, -0.530, -0.084, -0.504, -0.535, 0.293, 0.305, -0.216, -0.560, 0.287, 0.299, 0.291, 0.279, 0.233, 0.292, -0.542, 0.134, 0.482, 0.303, -0.216, 0.163, -0.562, 0.009, -0.579, 1.088, 0.348, 0.306, 0.236, -0.573, 0.294, 0.092, -0.501, 1.299, 0.007, 0.269, 0.144, -0.533, 0.096, 0.259, -0.509],
  "multiplicity": 2,
  "charge": 4,
  "s2": 0.993,
  "total_energy_ha": -6137.82703
}